[1]
This record from OMol25 describes C28H33CrN8O2S2 as an isolated structure at a distorted geometry. The level of theory is ωB97M-V with the def2-TZVPD basis set.

Geometry (Å):
C -3.8358 -0.1887 -1.3589
C -3.9456 -4.0341 -1.4225
H 1.3115 3.6864 -1.2305
H -2.5615 5.7182 -3.1991
C 2.8421 2.1963 -1.4536
H -2.3974 -5.4674 -1.3351
H -5.3683 -2.3877 -1.5659
H 4.4228 3.6323 -1.3862
H -1.5146 -2.0455 3.1687
C 0.3053 -1.3736 2.6183
C -1.7850 1.9170 -3.5238
O -2.2941 -0.3514 2.1805
N 1.6161 -1.3966 2.8407
H 2.1175 -1.5882 0.0565
C 1.8539 3.1745 -2.0276
N 2.4582 -0.5223 2.1481
N -0.5233 -2.0823 3.3578
C -0.7556 -1.8660 -3.6851
C -2.3501 4.6612 -3.2908
H -3.5432 0.3225 -0.4359
O -1.7584 -2.6118 0.1812
H 2.8289 0.1788 2.7801
H 3.0381 -2.0635 -1.3740
H -0.2062 -2.5882 4.1705
N -0.1373 -0.6250 1.5685
C -2.5578 3.9964 -4.4865
C 3.0850 -1.4909 -0.4431
C 4.7383 0.4039 -0.4365
Cr -0.3961 0.4848 -0.1272
H 0.0207 -4.6975 -0.5055
H 3.8396 -1.9756 0.1759
H 1.2170 -0.0238 -4.6141
H -0.1057 -4.3586 -2.2257
H -1.5888 0.8605 -3.6282
C -2.0199 -1.9970 -1.0720
H -2.9404 4.5385 -5.3402
H -2.4352 2.1375 -5.5468
H 0.5279 -3.1209 -1.1110
H -4.9165 -0.1026 -1.4529
C -2.2706 2.6375 -4.6016
N -0.9818 -1.0141 -1.3858
C 4.1458 2.6054 -1.1827
H 3.2176 -1.0370 1.7176
N 1.1866 0.3581 -1.4255
C -3.4341 -1.6319 -1.3321
H 1.1264 2.6961 -2.6856
H 2.3748 3.9362 -2.6053
H 2.6372 0.3742 -3.6216
H -1.7028 -2.3760 -3.5288
C -1.6131 -3.4415 -1.0019
H 1.9756 -1.9704 3.5941
C 3.4513 -0.0498 -0.6927
C -2.6798 -4.4249 -1.2544
C 0.9091 -0.2449 -2.5247
C 1.7884 -0.2956 -3.7243
H 0.0226 -2.6033 -3.8962
C -1.8513 3.9380 -2.2174
H 5.4786 -0.2904 -0.0568
S -1.4333 4.5468 -0.6314
C -4.3210 -2.6315 -1.4357
C -0.2057 -3.9165 -1.2336
C 5.0850 1.7256 -0.6757
H 2.1597 -1.3120 -3.8813
H 6.0919 2.0662 -0.4747
H -3.3902 0.3514 -2.1928
C -0.9124 2.9830 -0.1763
H -0.8343 -1.2361 -4.5740
H -4.7196 -4.7701 -1.5965
S -0.0725 2.5043 1.2171
C -1.5841 2.5705 -2.3127
C 2.5226 0.8666 -1.1962
C -0.3696 -1.0385 -2.5083
N -1.0954 2.0351 -1.1121
N -1.3677 -0.1656 1.4476

Computed properties:
electronic energy: -3515.546780 hartree
⟨S²⟩: 0.76
E_LUMO (alpha / beta): -7.201 / -6.883 eV
2S+1: 2
total charge: +2
frontier orbital gap (alpha / beta): 6.260 / 6.576 eV

---

[2]
This record from OMol25 describes C28H33FeN5OSi as an isolated structure. The level of theory is ωB97M-V with the def2-TZVPD basis set.

Geometry (Å):
H -1.8165 -3.7310 -2.3268
H 1.2890 3.4607 -1.7388
H 3.5840 2.4525 0.7480
C 2.8185 -1.0998 2.2345
H 1.6685 2.2249 -2.9459
C -3.2555 0.2395 -0.0913
C -1.5591 2.5911 -3.7425
H -0.7561 0.6237 -3.5109
H -2.0458 4.6753 -1.1117
H -6.0112 -1.7006 -0.2003
H 1.9557 3.0500 1.0988
H 3.0822 -0.1478 -2.2970
N -0.6055 1.5782 0.7320
H 2.5075 1.5345 1.8112
C 1.8416 -2.6598 0.7250
C -0.6974 1.8823 4.4005
C 3.2113 0.0346 -1.2254
H -1.8329 -3.8945 0.1392
N -1.1327 2.7072 0.3411
H -1.5217 -1.3303 -2.6315
C -1.0317 -3.2306 -1.7513
N -0.9487 1.5463 -1.6800
C -3.9698 -2.3604 -0.2920
C 2.5448 2.1485 0.9080
C -0.8806 2.2264 3.0851
C 1.9472 2.6178 -1.9650
Si 1.9012 1.2727 -0.6328
C 4.0588 -3.0650 1.5810
Fe -0.2030 0.2313 -0.3769
H -0.1855 -3.9238 -1.7179
O 0.3330 -1.1649 -1.8567
H -5.3353 0.7058 0.0210
H 3.1963 -0.9245 -0.7044
C -1.0765 1.5305 -3.0177
H -1.3689 3.1463 2.7941
H 1.1170 -1.6843 -1.6360
C -4.9686 -1.4097 -0.1963
H 3.0302 -4.3643 0.2233
H -0.2845 -2.2303 -3.5138
C -0.4383 1.3566 2.0818
C 1.7155 -1.4605 1.4404
H -1.0421 2.5325 5.1928
C -4.6009 -0.0810 -0.0795
C -0.0731 0.6584 4.7106
C 0.3802 -0.1926 3.7333
C -1.5257 -2.9574 -0.3273
C 0.2234 0.1369 2.3616
C -0.6527 -1.9760 -2.5170
H 1.0302 -3.0089 0.1147
H 2.9680 3.0074 -2.0431
H -2.3092 4.6109 -3.5955
C 2.9857 -3.4439 0.7937
H 2.7923 -0.1677 2.7827
C 3.9583 -1.8808 2.2999
H 4.9523 -3.6724 1.6328
H 0.0448 0.3731 5.7492
H 0.8399 -1.1322 4.0051
C -1.9281 3.7541 -3.0550
N -2.2792 -0.6700 -0.1980
C -1.2878 2.6761 -1.0153
N 0.6040 -0.6131 1.2924
H -1.6370 2.5203 -4.8178
H 4.2122 0.4573 -1.0876
C -1.7923 3.8002 -1.6933
H 4.7884 -1.5477 2.9111
H -2.9499 1.2708 0.0036
C -2.6391 -1.9619 -0.2744
H -0.7355 -2.5322 0.2812
H -4.2041 -3.4148 -0.3627

Computed properties:
electronic energy: -2989.010215 hartree
E_LUMO (alpha / beta): -0.253 / -0.255 eV
total charge: 0
frontier orbital gap (alpha / beta): 6.201 / 6.200 eV

---

[3]
This record from OMol25 describes C28H33N2O2PPd as an isolated structure. The level of theory is ωB97M-V with the def2-TZVPD basis set.

Geometry (Å):
H -2.9709 -0.1564 3.3754
H 3.1515 -2.1777 1.7912
C -3.4385 0.2270 2.4692
N 0.8740 0.1031 -2.8087
H -0.6547 3.2219 3.7259
H -3.4833 1.5240 0.0027
H 0.8961 3.6392 1.8816
C 0.7782 -5.6638 -1.3102
H 1.6640 -0.7149 0.5039
C 0.6551 -1.8393 4.0491
N 1.1108 -1.2292 -3.1151
C 0.6376 2.9909 -2.1820
H 2.1866 0.6466 -4.2420
H -4.4297 -0.2292 2.3997
H 0.3664 -2.1562 5.0430
C 0.5054 -4.3054 -1.2494
C -0.8159 2.1959 3.3836
C 1.4811 2.4106 -3.1665
H 2.0504 -3.3053 -4.0839
O -0.2932 2.3490 -1.5107
H -1.4239 4.1836 1.5676
C 1.9680 -5.3329 -3.3711
C 2.3851 3.2215 -3.8692
C 1.3752 -1.0216 1.5004
H 3.0169 2.7552 -4.6170
H -2.1784 -2.1334 1.9345
C 1.8586 -2.2636 3.5017
H -4.4512 0.0453 0.0114
O 0.0154 -1.6043 -1.1072
H 1.7414 6.2026 -2.4459
H 1.4802 1.9741 1.9833
Pd -0.1817 0.3928 -1.1558
H 2.5123 -2.9154 4.0667
C 1.5089 -6.1799 -2.3700
H -1.1133 -0.6879 3.7666
H -0.0595 -3.8916 -0.4255
C -0.1808 -1.0073 3.3222
C 0.9627 -3.4547 -2.2507
H -1.6769 3.1405 0.1620
H -2.9678 0.1291 -0.9487
C -3.4300 0.4349 -0.0092
C -1.6943 3.1724 1.2501
P -0.9114 0.5174 1.0569
C 0.7416 2.6232 1.5091
H 1.7220 -7.2402 -2.4174
C 0.6728 -1.9984 -2.1601
C 0.1644 -0.5894 2.0345
C -2.6637 -0.1277 1.1989
H 0.4194 -6.3207 -0.5282
H -0.0561 1.5733 3.8554
C 1.6986 -3.9759 -3.3128
H 2.5395 -5.7327 -4.1988
H 0.1264 4.8180 -1.2036
C 2.2176 -1.8501 2.2291
H 3.2016 5.1754 -4.1785
H -1.9974 -1.9453 0.1851
C 0.7710 4.3740 -1.9515
C -0.6896 2.1860 1.8584
C -2.5967 -1.6544 1.0497
H -2.7093 2.9821 1.6022
H -3.6126 -2.0313 0.9057
C 2.4926 4.5721 -3.6290
C 1.6718 5.1420 -2.6554
H -1.7960 1.8838 3.7387
H -3.5833 1.3010 2.5798
H 0.9186 2.6304 0.4345
C 1.5202 0.9971 -3.4565

Computed properties:
electronic energy: -1816.032427 hartree
E_LUMO: 0.249 eV
total charge: 0
frontier orbital gap: 7.940 eV

---

[4]
This record from OMol25 describes C28H33N2ORu as an isolated structure at a distorted geometry. The level of theory is ωB97M-V with the def2-TZVPD basis set.

Geometry (Å):
H -0.1007 0.7927 6.5722
H -1.9209 0.5917 -0.7642
H -1.6308 -2.3096 -3.2538
C -1.5208 -0.0775 -1.5524
C -0.7774 2.0248 4.8029
C 1.7293 -0.1187 -0.2289
C 3.4284 1.7602 -3.4234
C -0.3051 2.2733 -2.9702
H -2.1875 2.8613 2.4714
H 0.6770 -2.9057 2.5413
O -2.9604 -0.1361 -3.4530
C -3.4193 -1.8074 -1.3318
C 3.4800 0.5722 -4.1654
C 2.1061 1.1831 1.6507
H -0.3859 3.3015 -3.3510
C -1.4034 -2.0020 2.4470
C -2.0416 0.4320 -2.8743
C -1.4347 -1.8166 0.1475
N -1.4717 1.5392 -3.4297
C -0.2390 0.9387 5.5045
C -1.2012 -2.4760 -2.2603
H -0.5260 3.4586 2.2790
C 1.0544 0.4914 -4.1938
C -0.7171 1.6857 3.4223
H -1.0707 2.0353 1.3457
N -0.1788 0.4415 3.2790
C 2.4101 -0.1512 1.9983
H 4.3465 2.2642 -3.1153
C -0.1839 -2.4555 0.5097
H 0.4859 -2.9565 -0.1817
H -1.3624 -3.5242 -1.9770
C -1.1457 2.5514 2.3134
H -0.3140 2.3338 -1.8698
H 4.4454 0.1425 -4.4424
H 0.9896 -1.3127 5.9361
C 2.2934 -0.0596 -4.5553
H -1.7166 -1.9950 3.4863
Ru 0.1774 -0.5522 1.0211
C 2.1774 -0.9819 0.8519
H -3.6324 -2.8417 -1.0337
C -2.1782 -1.5831 1.3543
H 2.4849 -2.0130 0.7280
H 1.3526 2.0952 -0.2621
H -1.1720 2.9626 5.1783
H 0.1266 0.0148 -4.5226
H -0.1230 -2.2825 -2.3100
C 1.6407 1.2148 0.3123
C -1.9099 -1.5568 -1.2556
H 2.1282 3.2477 -2.5171
H 2.8263 -0.4978 2.9400
C 0.7856 -1.3078 4.8566
H 1.7368 -1.4394 4.3269
H 2.3146 -0.9821 -5.1413
C 1.0058 1.6629 -3.4266
H -3.9661 -1.1223 -0.6782
C 0.1412 -0.0268 4.5288
H -1.9333 1.8742 -4.2669
H -3.1801 -1.1550 1.3774
H -0.4167 0.0008 -1.5440
C 2.1941 2.3093 -3.0739
C -0.1298 -2.4703 1.9597
H 1.6890 -0.3887 -1.2795
H 0.1357 -2.1613 4.6327
H -3.7541 -1.6440 -2.3570
H 2.2482 2.0537 2.2868

Computed properties:
electronic energy: -1366.172417 hartree
⟨S²⟩: 8.79
E_LUMO (alpha / beta): 0.576 / -1.978 eV
2S+1: 6
total charge: 0
frontier orbital gap (alpha / beta): 5.398 / 5.376 eV

---

[5]
This record from OMol25 describes C28H33N3Se2Ti as an isolated structure. The level of theory is ωB97M-V with the def2-TZVPD basis set.

Geometry (Å):
C 1.4228 -3.1404 -2.0016
H -3.7898 -0.0145 -3.5736
C 1.3882 1.0303 -3.0456
H -3.8254 3.7628 1.3463
H -1.8548 2.3044 1.7282
H 3.6014 -3.2090 0.6022
C -2.5177 -1.7842 2.8142
H -4.4532 1.7305 -2.3853
H 3.2503 1.8659 1.9325
H 4.9943 0.1008 1.4857
C 1.5904 2.1653 0.6157
C -4.2849 2.8443 -0.5528
H 3.7418 0.2124 -1.9810
C 3.0986 0.6804 -1.2435
N -1.1516 -0.5561 -1.5655
C 3.5769 0.8651 0.0559
H 3.1546 -4.3475 -1.5872
H 0.0742 -3.2533 2.0755
C 1.0320 1.7834 -0.6448
H -0.0384 3.5161 1.1165
C 2.8021 1.5995 0.9803
H 5.6442 1.2405 0.3205
C -2.1402 -0.4088 3.3206
H -3.5993 -1.9146 2.8130
C -2.8016 1.0847 -1.1825
C -2.2845 0.0091 -2.0438
H -2.0670 -2.5778 3.4068
H -5.1458 3.4700 -0.7557
Ti -0.3103 0.1341 0.1691
C 1.0059 3.3263 1.3640
C -0.5779 -1.5985 -2.2143
C 2.7723 -2.9145 -0.0277
C 0.1066 1.4433 4.0119
C -1.1245 -2.1001 -3.3783
H -2.7381 -1.8972 -4.7853
C -3.8998 1.8670 -1.4667
H 1.6127 0.0573 -3.4840
C 2.5168 -3.5441 -1.2383
H -1.3258 -4.3412 1.8067
H 1.2067 -3.6259 -2.9434
H 1.1329 3.2659 2.4399
H 0.2165 2.3996 -1.0337
H -0.6721 -2.9366 -3.8927
H -0.1136 1.0457 5.0010
C 4.9460 0.4051 0.4403
N -2.0802 1.2453 -0.0397
C -2.2853 -1.5185 -3.8769
C -2.4606 2.2016 0.8374
C 1.9409 -1.8899 0.3794
C -0.6983 -3.5620 1.3763
H 5.2986 -0.4019 -0.1993
H -0.2827 -3.9193 0.4382
H -2.1840 -0.3443 4.4083
H -0.5076 2.3070 3.7817
Se -1.8994 -2.0872 0.9775
C 1.8434 1.1301 -1.6230
C -3.5537 3.0113 0.6168
Se -0.2820 -0.0569 2.8185
H -2.7586 0.3826 2.9030
N 0.8885 -1.4899 -0.3611
H 2.1101 -1.3697 1.3145
H 1.9403 1.7696 -3.6340
H 0.3292 1.2576 -3.1670
H 1.5572 4.2144 1.0378
H 1.1683 1.6520 3.9266
C -2.8771 -0.4577 -3.2002
C 0.6213 -2.1199 -1.5341

Computed properties:
electronic energy: -6901.967473 hartree
E_LUMO: -14.122 eV
total charge: +4
frontier orbital gap: 6.661 eV

---

[6]
This record from OMol25 describes C28H33N4O10SSe2W as an isolated structure. The level of theory is ωB97M-V with the def2-TZVPD basis set.

Geometry (Å):
C 4.4646 -1.7714 -1.9185
H -2.1335 -5.6140 -2.1905
H 3.5902 1.6320 -2.8133
H 4.4965 -1.5572 1.2578
C -4.1668 -0.1322 1.1682
H -5.0824 1.9194 -0.0809
H -3.8979 -1.9770 -2.3890
H 0.8301 -7.9551 -0.1859
C -0.8210 2.0903 -3.6957
O -1.2704 0.3722 1.5816
C -0.3510 2.9720 -2.5556
H -3.3598 3.2515 -3.8018
Se -0.5433 2.3941 -0.7090
H -3.9658 -1.2004 1.1176
H 3.9074 -3.0698 0.5946
N 3.1637 0.3100 -1.5846
C 2.8137 -1.3427 -0.0144
C -0.8386 -4.5651 -0.8239
H -0.9630 2.2238 -5.8438
O 0.6011 3.3614 -5.2650
O -1.9418 0.5990 4.5620
C -5.0145 -4.1434 0.6152
C -0.9062 0.8834 4.0225
W -0.1712 -0.0064 -0.0130
H -5.3289 -4.7455 1.4560
H -7.0041 -3.5265 0.1179
O 0.8987 -1.2714 1.2890
C 0.0978 0.8778 -3.8101
N -1.0206 -1.9773 -0.1098
C -3.2924 -3.2834 -0.7995
C 0.3630 -6.9976 -0.3681
N 1.5696 -1.0946 0.1394
C 0.7338 1.1822 2.3336
H -2.3100 0.8637 -2.7430
H -6.3036 -2.1522 -1.8085
C -3.6714 -4.0630 0.2878
H 0.7022 3.2135 -2.6942
H -3.6695 0.2662 2.0523
C -0.7046 2.8844 -5.0118
O 0.5117 1.7697 5.8249
C 1.4468 1.6248 3.5559
C 0.3764 1.4739 4.6808
S -1.5876 -2.9938 -1.2069
Se -0.0264 -0.5387 -2.4675
H -2.6341 1.1796 -4.4552
C 3.4728 -0.8792 -1.2450
H -0.9082 3.9129 -2.5472
H 0.5784 -3.7430 0.5635
H -1.4236 3.7122 -5.0163
C -0.5312 0.7587 2.6166
O -2.5948 0.0923 -0.6604
H 4.1433 -2.8106 -1.8721
H -2.9326 -4.6096 0.8589
C -5.5654 -2.6802 -1.2221
H 3.0066 -2.2767 1.9073
H -1.1487 -2.3104 0.8436
H -1.0512 -7.7886 -1.7781
O 1.0994 1.1903 1.0805
C -2.2699 1.6248 -3.5224
C 0.2242 -4.6341 0.0620
C -4.2224 -2.5891 -1.5583
C -3.6015 0.5247 -0.0580
H -3.8795 2.0969 -1.3317
H -0.1412 0.3214 -4.7207
O 3.8235 0.7015 -2.7260
C -5.9562 -3.4533 -0.1385
O 2.5824 1.9798 3.6816
O -3.1582 2.6459 -3.0823
C 0.8209 -5.8688 0.2888
H 0.6963 4.2441 -4.8967
H 4.5893 -1.4861 -2.9601
C -0.6968 -6.9069 -1.2636
H 5.4375 -1.6959 -1.4289
H -5.2378 0.0349 1.2604
C 3.5910 -2.1110 1.0075
H 1.1343 1.2010 -3.8948
N -4.2422 1.5926 -0.5266
C -1.3036 -5.6865 -1.5000
H 1.6440 -5.9434 0.9856

Computed properties:
electronic energy: -7326.019570 hartree
E_LUMO: -4.651 eV
total charge: +1
frontier orbital gap: 6.028 eV

---

[7]
This record from OMol25 describes C28H33N5O11STi as an isolated structure. The level of theory is ωB97M-V with the def2-TZVPD basis set.

Geometry (Å):
H -0.1297 6.9778 -1.9459
C -2.1501 -4.1814 0.6323
H 0.3398 1.7259 3.7010
H -1.9465 -6.6687 1.6633
H 4.9374 2.8458 -1.6520
C -1.2721 0.7480 2.6532
C -2.0958 1.6538 0.5980
H -0.0245 1.3382 -0.1929
C 1.4400 0.6489 -2.7475
O -0.4973 0.2551 1.5216
H -1.3398 -0.0375 3.4001
C -3.4575 -0.1757 1.8109
Ti -1.4689 -1.6069 0.4428
C 2.8083 1.1269 -1.1679
H 0.3361 -1.8374 4.0383
H -5.5187 -6.2987 -1.7276
H -0.1816 7.5324 -0.2685
H -2.3827 2.6970 0.4737
H -5.0977 -8.4672 -0.6115
C 3.5040 1.1081 0.1449
C -0.0028 2.5211 1.6872
H 3.3672 3.9636 -0.0939
C 1.0547 -1.9989 3.2374
H 4.5860 1.2046 0.0450
C -3.9636 -5.2785 -0.6691
O 3.1913 2.8956 -4.8549
C -0.5758 1.4804 0.7332
H 0.6661 0.1344 -3.2895
H -0.7224 5.8987 -0.6761
O 1.2546 1.9977 -5.2005
C -2.5945 0.9059 -0.6194
N 1.8400 0.3065 -1.4919
N -1.3425 -4.2531 1.6224
C -3.4949 -7.7043 0.5925
O -3.3534 1.3162 -1.4415
H -0.3596 3.5204 1.4412
H 4.1320 3.5330 -3.0541
H 2.2707 -4.0382 1.4032
N 3.1096 1.9887 -2.1739
C 0.0069 6.6733 -0.9107
H 1.9717 -2.4241 3.6512
C -2.7270 -6.6005 0.9192
O 0.1197 -2.1761 -0.2773
C 3.3926 4.2416 -1.1454
H -4.1387 -4.3303 -1.1563
C 1.1488 -3.0129 -0.0709
O -4.6457 -0.1569 1.6467
O 0.8326 3.6742 -1.1262
H 3.2809 0.1576 0.6247
H -3.3103 -8.6515 1.0827
C 0.4979 -2.9402 2.2067
H 1.0839 2.5322 1.6219
H 4.0171 5.1287 -1.2612
C -0.4952 1.9963 3.0556
N -0.7764 -3.1489 2.2512
H 3.1488 1.9024 0.8036
O -2.7127 -1.2744 1.8493
O 1.7432 5.0395 -3.0079
H -1.1209 2.7073 3.5943
C -4.7347 -6.3872 -0.9870
O -2.0293 -0.3217 -0.7273
C 1.3950 -3.4476 1.1745
C 1.4235 6.1796 -0.6709
H 1.3235 -1.0447 2.7789
C 3.9687 3.1519 -2.0525
H 2.1640 6.9120 -0.9949
S 1.7265 4.7012 -1.6112
H 2.7329 -4.0190 -1.1001
C -2.9598 -5.3809 0.2875
C -2.5966 1.0849 1.9723
C -4.5004 -7.6002 -0.3604
N 2.2107 2.2569 -4.4990
H 2.2990 -2.4098 -1.7431
H -3.1774 1.8343 2.5093
C 1.9136 -3.3336 -1.3088
H 1.2427 -3.7901 -2.0370
O -2.3911 -3.1221 -0.1393
H 1.5986 5.9356 0.3781
C 2.2083 1.6852 -3.1841

Computed properties:
electronic energy: -3435.891064 hartree
E_LUMO: -0.352 eV
total charge: 0
frontier orbital gap: 7.969 eV

---

- The highest total charge belongs to which entry?
  C28H33N3Se2Ti